Record 1
The following is a DFT calculation (wB97M-V/def2-TZVPD) of a cluster of 4 separate species, C14H28FN4O7P in total at a distorted geometry.

```
55
Properties=species:S:1:pos:R:3:forces:R:3
N 0.69316 -0.05499 0.27537 0.0515 -1.3358 -0.9224
P 0.09222 -1.55531 0.35752 0.9526 3.2325 -1.5115
C 0.65339 -2.68940 -1.12015 -0.6679 -0.6958 -1.9817
O -0.29131 -3.84114 -0.93350 -2.5270 -0.2002 -2.2405
C -1.51711 -3.63508 -1.76434 -2.2956 -1.5183 -0.8281
O -2.52557 -4.46682 -2.04323 7.3113 5.9075 2.3743
O -1.34146 -2.23976 -2.28850 0.1075 -3.2245 -0.2442
C 0.11443 -2.28009 -2.64855 -0.3748 -0.7777 1.2941
C 0.77798 -0.97887 -3.39153 -0.6620 0.0990 0.0920
C -0.35844 0.18146 -3.65631 -4.0519 0.3804 -4.4529
O -1.22595 0.12098 -4.67167 6.2381 0.8023 7.6228
F -0.36071 1.35334 -2.70403 0.0538 -3.7043 -2.9525
H 1.31422 0.00899 -0.55856 -0.5582 0.1688 1.1815
H 0.44467 -2.10803 1.63884 -0.3656 -0.6392 -0.7973
H -1.35692 -1.41713 0.32603 1.7478 -1.0622 -0.4291
H 1.79840 -2.93622 -1.23705 -2.7486 -0.1971 0.8653
H 0.12312 -3.25878 -3.33221 0.9115 2.2309 1.3265
H 1.68535 -0.62677 -2.73798 -2.0201 -0.4527 -1.2864
H 1.15475 -1.33011 -4.45881 -0.9814 0.9242 2.2825
C 6.28407 -0.05735 -0.99929 -0.0670 0.0125 0.1203
N 5.00754 -0.49135 -0.47148 -1.2633 -0.7989 -1.4178
C 4.75871 -0.36456 0.94905 -0.4368 -0.0296 0.2325
C 4.02322 -1.02072 -1.27896 1.2709 0.6746 0.9309
O 2.92439 -1.40609 -0.89919 1.0961 0.2862 -0.1181
H 7.07981 -0.63231 -0.51696 0.0775 0.1392 -0.1335
H 6.41418 1.00624 -0.77973 0.1516 -0.0917 -0.0980
H 6.33604 -0.20973 -2.08073 -0.0802 -0.0014 0.1766
H 4.54659 -1.35493 1.36321 0.0080 0.1664 0.1120
H 3.88429 0.27525 1.10177 0.0755 -0.0934 0.1503
H 5.62499 0.06867 1.45625 -0.1207 -0.0919 -0.2252
H 4.31580 -1.07203 -2.34037 0.1120 0.0867 0.0453
C -5.55898 -0.23941 2.60066 0.0145 -0.0716 -0.1538
N -4.63775 -0.98862 1.77210 1.6439 -0.1376 0.6915
C -5.10558 -1.51735 0.50820 0.2628 -0.2088 -0.2138
C -3.33072 -1.21351 2.14926 -1.2555 0.1901 -0.2802
O -2.50113 -1.83662 1.49836 -1.4900 -0.0414 0.8864
H -6.40729 -0.88120 2.85537 -0.0285 0.1989 0.0844
H -5.91173 0.63062 2.03943 -0.1003 -0.0032 0.1959
H -5.07570 0.09894 3.52120 -0.0106 -0.0937 -0.1784
H -4.98896 -2.60535 0.51227 -0.0688 0.1129 -0.1924
H -4.49588 -1.10125 -0.29953 -0.1723 -0.1566 -0.0512
H -6.15590 -1.26036 0.34649 0.2269 0.0029 0.1293
H -3.07982 -0.76857 3.12594 -0.0996 0.0000 -0.0599
C -1.64062 3.62521 1.61849 0.2713 0.1509 -0.0009
N -0.23486 3.95526 1.51176 0.7104 -0.6854 -0.3825
C 0.21442 5.25518 1.96370 0.2435 -0.0960 -0.0794
C 0.68753 3.07091 0.99384 -0.2770 0.1517 0.0291
O 1.88764 3.28506 0.87537 -0.7045 0.3235 0.2613
H -2.21843 4.34685 1.03387 -0.1894 -0.1239 0.0872
H -1.93808 3.68135 2.66955 -0.2171 -0.0403 -0.0674
H -1.83884 2.61783 1.24254 0.1641 0.1432 0.0170
H 0.68102 5.78186 1.12570 0.0139 0.1039 0.2063
H 0.96000 5.11973 2.75304 -0.0302 0.2191 -0.0691
H -0.62442 5.84271 2.34650 0.0949 -0.1706 -0.0867
H 0.24023 2.11338 0.68097 0.0528 0.0356 0.0600
```
Positions in Å, forces in eV/Å.

Properties
Charge: 0
Lowest unoccupied orbital energy: 0.2 eV
Total energy: -1736.93730 Eh
Structure (SMILES): N=[PH2][C@H]1OC(=O)O[C@H]1CC(=O)F.CN(C)C=O.CN(C)C=O.CN(C)C=O
HOMO level: -7.5 eV
F_max: 0.1922 Eh/bohr
HOMO-LUMO gap: 7.7 eV

---

Record 2
The following is a DFT calculation (wB97M-V/def2-TZVPD) of a structure of composition C14H28IO5PPd at a distorted geometry.

```
50
Properties=species:S:1:pos:R:3:forces:R:3
Pd -0.65176 -0.64201 -0.23144 0.5930 0.6430 0.7431
O 0.80205 4.22484 -0.11094 -0.0986 0.5495 0.3006
C 0.25011 3.00770 -0.10377 0.0683 -0.7220 -0.3034
O 0.71640 2.08164 -0.71194 -0.1841 -0.0368 0.0615
C -1.03468 3.01523 0.70486 -0.1821 -0.0349 -0.0412
O -1.65395 1.76218 0.86614 0.2176 -0.0026 -0.0108
C -1.54833 1.25677 2.20102 0.3814 -0.0527 -0.1111
C -0.14698 0.68882 2.55116 -0.4172 0.3199 0.0448
O 0.24492 0.80935 3.70288 0.0040 -0.0871 -0.0892
O 0.47413 0.11330 1.58860 -0.3166 -0.2138 -0.3392
H 1.60703 4.20551 -0.64451 0.0303 -0.1700 -0.0908
H -1.73241 3.65892 0.16052 0.0691 0.1011 0.0429
H -0.82146 3.48452 1.66898 -0.0203 0.0504 -0.0210
H -2.26350 0.43521 2.27388 -0.0653 0.0573 0.0097
H -1.81103 2.04312 2.91058 -0.0189 -0.1058 0.0905
I -1.85728 -0.20655 -2.76318 -0.1727 -0.1234 0.1694
C -2.64190 -0.97035 -0.88785 0.3710 0.0551 -0.2666
H -3.02065 -1.96807 -1.08105 0.0516 -0.0054 0.0533
H -3.40158 -0.27493 -0.54924 0.0475 0.0504 0.0519
C -0.04524 -3.70752 -1.80006 0.2069 -0.0107 -0.0047
C 1.08791 -3.75392 -0.77120 -0.2507 0.1861 0.1035
C 1.26553 -5.16286 -0.21086 0.1291 0.0636 -0.0020
P 0.86778 -2.36659 0.46795 -0.0054 -0.7347 -0.0673
C 2.60680 -1.86698 0.88096 -0.1841 0.1806 -0.2086
C 3.06724 -0.89936 -0.21607 -0.1285 0.0620 0.1465
C 3.61059 -3.00537 1.05121 -0.0800 -0.0020 0.0269
C 0.06659 -2.99649 2.02644 -0.0413 0.0006 -0.2011
C -1.31733 -3.56844 1.69861 0.1018 0.1594 0.0054
C 0.86468 -3.93041 2.93176 0.0197 0.0758 -0.0204
H 0.17356 -4.37607 -2.63590 -0.0371 -0.0689 0.0435
H -0.14592 -2.69958 -2.19816 -0.1126 -0.0264 -0.0680
H -0.99726 -4.00636 -1.35726 -0.0270 0.0252 -0.0072
H 2.01030 -3.47376 -1.29208 -0.0050 0.0340 0.0288
H 0.36583 -5.51126 0.29455 0.0006 -0.0075 -0.0089
H 2.09629 -5.21683 0.49044 -0.0131 -0.0835 -0.0183
H 1.46942 -5.85326 -1.03234 0.0031 -0.0198 0.0073
H 2.51559 -1.30490 1.81245 -0.0831 -0.0101 -0.0049
H 3.19260 -1.41443 -1.17204 0.0107 -0.0103 -0.0079
H 4.02421 -0.44891 0.05338 0.0186 -0.0262 -0.0194
H 2.33288 -0.10348 -0.34415 0.0945 0.0963 -0.0296
H 3.79593 -3.51969 0.10653 0.0008 -0.0146 0.0032
H 3.29177 -3.73972 1.78819 0.0692 -0.0208 -0.0254
H 4.56201 -2.58810 1.38712 0.0110 0.0010 -0.0174
H -0.07998 -2.06253 2.57589 0.0370 0.0366 -0.0349
H -1.24556 -4.53068 1.19102 -0.0513 -0.0046 0.0016
H -1.86721 -2.87451 1.05952 -0.0857 -0.0865 0.0067
H -1.88679 -3.71267 2.61844 0.0081 -0.0275 0.0023
H 1.05747 -4.89712 2.46794 0.0340 0.0172 0.0239
H 0.28770 -4.10905 3.84174 0.0041 -0.0054 0.0051
H 1.80927 -3.47812 3.22996 -0.0021 -0.0513 0.0468
```
Positions in Å, forces in eV/Å.

Properties
Charge: 0
Lowest unoccupied orbital energy (alpha / beta): 0.3 / -1.1 eV
Total energy: -1693.33507 Eh
2S+1: 3
HOMO level (alpha / beta): -7.7 / -8.8 eV
F_max: 0.0223 Eh/bohr
HOMO-LUMO gap (alpha / beta): 8.1 / 7.7 eV

---

Record 3
The following is a DFT calculation (wB97M-V/def2-TZVPD) of the ion C14H28N with charge +1 at a distorted geometry.

```
43
Properties=species:S:1:pos:R:3:forces:R:3
C 3.24328 3.48393 -1.28790 -0.0031 0.3992 -0.2409
C 3.25429 2.25587 -0.54071 0.0059 -0.7201 0.4164
C 3.26745 1.23229 0.08642 -0.0329 0.2536 -0.1914
C 3.29002 0.01221 0.86835 0.3046 0.5778 0.4376
N 2.65825 -1.13709 0.14464 0.0386 0.0220 -0.0723
C 2.61898 -2.30617 1.03795 -0.0489 -0.6709 0.6129
C 3.48301 -1.46038 -1.03463 0.5336 -0.1629 -0.7768
C 1.28455 -0.78375 -0.32878 -0.9527 0.3358 -0.0914
C 0.31654 -0.27083 0.73292 0.0364 -0.0880 -0.2017
C -1.06152 -0.04342 0.10374 0.0681 0.0078 0.3409
C -2.05864 0.48968 1.13172 -0.0677 0.1260 -0.3083
C -3.42080 0.82391 0.52294 0.1048 -0.3185 0.1558
C -4.18731 -0.40045 0.02688 -0.1497 0.4537 -0.0213
C -5.59874 -0.03596 -0.42889 0.1239 -0.3343 -0.0356
C -6.36100 -1.25297 -0.93763 0.0161 0.2524 0.0486
H 2.21986 3.77300 -1.52203 0.0149 0.0823 -0.0446
H 3.70432 4.27166 -0.69432 -0.0002 0.0890 -0.0507
H 3.80477 3.36710 -2.21355 -0.0064 0.0843 -0.0330
H 2.75934 0.16624 1.81117 0.0185 -0.2054 -0.0897
H 4.32559 -0.25824 1.09630 -0.1657 -0.1811 0.0133
H 3.62742 -2.57318 1.35019 0.0262 0.1196 -0.0906
H 2.02840 -2.09041 1.92541 0.0115 0.1043 -0.0875
H 2.17738 -3.15614 0.52049 0.0037 0.1076 -0.0989
H 3.01441 -2.25004 -1.61877 -0.1147 0.0116 0.1296
H 4.47113 -1.79457 -0.72231 -0.0593 0.0189 0.1367
H 3.59560 -0.57368 -1.65715 -0.1022 -0.0103 0.1115
H 1.39596 -0.01245 -1.09397 0.1333 -0.1549 0.0338
H 0.86313 -1.67614 -0.79699 0.2091 -0.0291 -0.0015
H 0.66524 0.67752 1.14326 0.0666 0.0041 0.0747
H 0.20445 -0.98599 1.54878 0.0457 0.0013 0.0841
H -0.97401 0.67278 -0.71538 -0.0089 0.0136 -0.1221
H -1.43060 -0.98307 -0.30817 -0.0022 -0.0464 -0.1205
H -1.64704 1.39402 1.58587 0.0627 -0.0112 0.0906
H -2.19233 -0.24917 1.92473 0.0334 -0.0134 0.1025
H -3.28651 1.52732 -0.30163 -0.0318 0.1092 -0.0177
H -4.02128 1.32385 1.28521 -0.0359 0.0846 -0.0310
H -3.65783 -0.86124 -0.80977 0.0307 -0.1190 -0.0217
H -4.25046 -1.13756 0.83089 0.0398 -0.1119 0.0257
H -5.53881 0.71297 -1.22157 -0.0172 0.0950 0.0278
H -6.14316 0.40937 0.40611 0.0060 0.1011 0.0056
H -7.36241 -0.97080 -1.25133 -0.1169 -0.0706 -0.0565
H -5.84929 -1.69893 -1.78801 0.0177 -0.0883 -0.0928
H -6.44659 -2.00476 -0.15616 -0.0354 -0.1183 0.0503
```
Positions in Å, forces in eV/Å.

Properties
Charge: +1
Lowest unoccupied orbital energy: -2.4 eV
Total energy: -604.70656 Eh
Structure (SMILES): CC#CC[N+](C)(C)CCCCCCCC
Energy above the lowest of the compared OMol25 structures with the same formula, charge and spin: 0.0 kJ/mol
HOMO level: -13.2 eV
F_max: 0.0197 Eh/bohr
HOMO-LUMO gap: 10.7 eV

---

Among the records above, which one has the lowest total energy?
C14H28FN4O7P